w | {"formula": "C25H31N3O3", "method": "ωB97M-V/def2-TZVPD", "homo_lumo_gap_ev": 9.06, "smiles": "CC[C@@H]1CN(C(=O)N2CCC(C(=O)NCc3ccccc3C)CC2)c2ccccc2O1", "e_homo_ha": -0.307, "spin_multiplicity": 1, "species": ["C", "H", "H", "H", "C", "H", "C", "C", "N", "C", "O", "N", "C", "C", "H", "H", "C", "C", "O", "N", "H", "C", "C", "C", "C", "C", "C", "C", "C", "H", "H", "H", "H", "H", "H", "H", "H", "H", "C", "C", "H", "H", "H", "H", "H", "H", "H", "C", "C", "C", "C", "C", "C", "O", "H", "H", "H", "H", "H", "H", "H", "H"], "xyz": [[-1.25, -4.23, -1.33], [-1.04, -5.28, -1.20], [-2.23, -4.12, -1.78], [-0.51, -3.80, -2.00], [-1.21, -3.51, 0.02], [-1.92, -3.98, 0.70], [-1.58, -2.03, -0.12], [-1.37, -1.26, 1.18], [-1.72, 0.12, 0.94], [-0.81, 1.10, 1.26], [0.08, 0.87, 2.07], [-0.95, 2.31, 0.63], [-0.14, 3.41, 1.14], [0.73, 4.07, 0.06], [1.58, 4.56, 0.55], [0.15, 4.84, -0.44], [1.27, 3.11, -1.02], [2.53, 2.36, -0.60], [3.55, 2.46, -1.25], [2.45, 1.59, 0.50], [1.58, 1.47, 1.02], [3.55, 0.77, 0.97], [3.23, -0.69, 0.77], [2.48, -1.34, 1.75], [2.14, -2.67, 1.61], [2.53, -3.37, 0.47], [3.26, -2.72, -0.51], [3.62, -1.38, -0.38], [4.44, -0.74, -1.45], [4.08, 0.26, -1.70], [5.48, -0.64, -1.12], [4.44, -1.34, -2.36], [3.56, -3.27, -1.39], [2.27, -4.41, 0.35], [1.57, -3.17, 2.38], [2.17, -0.79, 2.62], [4.44, 1.07, 0.42], [3.70, 0.97, 2.03], [0.17, 2.13, -1.51], [-1.16, 2.37, -0.80], [-1.57, 3.36, -1.05], [-1.89, 1.62, -1.11], [0.49, 1.10, -1.31], [0.04, 2.23, -2.59], [1.59, 3.73, -1.86], [-0.82, 4.17, 1.55], [0.47, 3.03, 1.96], [-3.02, 0.28, 0.43], [-3.78, 1.42, 0.68], [-5.08, 1.51, 0.21], [-5.64, 0.45, -0.48], [-4.91, -0.70, -0.71], [-3.59, -0.79, -0.26], [-2.94, -1.96, -0.52], [-5.32, -1.54, -1.24], [-6.66, 0.51, -0.84], [-5.66, 2.40, 0.41], [-3.35, 2.23, 1.23], [-0.33, -1.31, 1.50], [-2.01, -1.68, 1.97], [-0.95, -1.57, -0.90], [-0.21, -3.58, 0.45]]}

x | {"formula": "C25H31N3O3", "method": "ωB97M-V/def2-TZVPD", "homo_lumo_gap_ev": 8.13, "smiles": "COc1cccc(CN2C[C@@H](C(=O)NCc3cccc(N4CCCC4)c3)CCC2=O)c1", "e_homo_ha": -0.272, "spin_multiplicity": 1, "species": ["C", "H", "O", "C", "C", "C", "C", "C", "C", "H", "H", "H", "C", "N", "C", "O", "C", "H", "C", "H", "H", "C", "C", "O", "N", "H", "C", "C", "C", "C", "N", "C", "C", "H", "C", "H", "C", "H", "H", "H", "H", "H", "H", "C", "C", "C", "H", "H", "H", "H", "H", "H", "H", "C", "H", "H", "H", "H", "H", "H", "H", "H"], "xyz": [[3.10, 2.57, 1.59], [2.09, 2.86, 1.86], [3.40, 2.95, 0.26], [2.72, 2.34, -0.75], [1.72, 1.39, -0.57], [1.13, 0.78, -1.67], [1.51, 1.14, -2.95], [2.48, 2.12, -3.13], [3.09, 2.70, -2.04], [3.86, 3.45, -2.17], [2.77, 2.41, -4.13], [1.05, 0.67, -3.80], [0.11, -0.30, -1.44], [0.71, -1.62, -1.24], [-0.12, -2.66, -1.05], [-1.33, -2.55, -1.05], [0.59, -3.99, -0.86], [-0.15, -4.75, -0.63], [1.68, -3.93, 0.22], [2.42, -4.71, 0.02], [1.25, -4.16, 1.20], [2.38, -2.57, 0.26], [1.96, -1.66, 1.42], [2.75, -0.88, 1.93], [0.68, -1.78, 1.82], [0.02, -2.30, 1.27], [0.11, -0.96, 2.87], [-0.70, 0.19, 2.31], [-1.78, -0.08, 1.49], [-2.52, 0.96, 0.90], [-3.57, 0.68, 0.08], [-3.95, -0.65, -0.34], [-4.91, -0.40, -1.50], [-5.62, -1.22, -1.63], [-5.58, 0.91, -1.10], [-6.03, 1.43, -1.95], [-4.43, 1.70, -0.49], [-4.78, 2.39, 0.29], [-3.90, 2.28, -1.26], [-6.35, 0.73, -0.35], [-4.36, -0.27, -2.43], [-3.09, -1.24, -0.65], [-4.46, -1.18, 0.48], [-2.13, 2.28, 1.17], [-1.06, 2.53, 2.01], [-0.34, 1.50, 2.58], [0.50, 1.71, 3.24], [-0.79, 3.56, 2.21], [-2.66, 3.10, 0.73], [-2.07, -1.10, 1.31], [0.94, -0.58, 3.47], [-0.52, -1.60, 3.50], [3.46, -2.69, 0.37], [2.13, -1.82, -1.06], [2.63, -0.86, -1.05], [2.54, -2.41, -1.89], [1.05, -4.24, -1.82], [-0.56, -0.38, -2.30], [-0.50, -0.06, -0.56], [1.40, 1.10, 0.42], [3.82, 3.11, 2.21], [3.23, 1.49, 1.74]]}

On energetic grounds, w is preferred over the next structure by 10.5 kcal/mol.

w | {"formula": "C29H20F15GeN4O5STa", "method": "ωB97M-V/def2-TZVPD", "homo_lumo_gap_ev": 6.98, "e_homo_ha": -0.522, "charge": 2, "spin_multiplicity": 1, "species": ["Ta", "C", "O", "C", "O", "N", "N", "H", "H", "H", "H", "H", "H", "C", "C", "C", "C", "C", "C", "O", "N", "C", "O", "N", "C", "O", "H", "H", "H", "H", "H", "H", "H", "H", "H", "H", "H", "F", "C", "C", "C", "F", "C", "F", "C", "F", "C", "F", "Ge", "S", "C", "C", "F", "C", "F", "C", "F", "C", "F", "C", "F", "C", "C", "F", "C", "F", "C", "F", "C", "F", "C", "F", "C", "H", "H", "H"], "xyz": [[-0.47, 0.45, 0.94], [0.47, -2.08, -3.71], [0.35, -0.87, -2.91], [0.10, -0.91, -1.66], [0.01, 0.19, -1.03], [-0.05, -2.05, -0.98], [-0.26, -1.87, 0.39], [0.67, -1.73, -4.72], [-0.47, -2.62, -3.69], [1.30, -2.68, -3.35], [0.07, -2.98, -1.37], [0.56, -2.18, 0.92], [-1.10, -2.36, 0.70], [0.62, -4.14, 3.62], [1.36, -3.21, 4.57], [0.75, -1.79, 4.65], [1.53, -0.95, 5.68], [1.02, 0.47, 5.82], [-0.70, -1.94, 5.14], [-0.98, -2.37, 6.21], [-1.76, -1.60, 4.24], [-1.55, -0.98, 3.07], [-2.38, -0.71, 2.18], [-0.29, -0.61, 2.73], [0.86, -1.13, 3.30], [1.88, -1.06, 2.65], [1.12, -5.11, 3.56], [0.59, -3.74, 2.60], [-0.41, -4.33, 3.95], [2.40, -3.10, 4.27], [1.33, -3.62, 5.58], [2.58, -0.96, 5.37], [1.46, -1.47, 6.64], [1.13, 1.03, 4.88], [1.59, 1.01, 6.57], [-0.03, 0.49, 6.12], [-2.71, -1.80, 4.53], [2.69, 3.26, 5.36], [3.52, 3.37, 4.32], [3.04, 3.61, 3.04], [3.96, 3.66, 2.00], [3.52, 3.84, 0.75], [5.31, 3.51, 2.21], [6.17, 3.56, 1.21], [5.76, 3.29, 3.50], [7.05, 3.14, 3.72], [4.87, 3.22, 4.56], [5.32, 2.99, 5.79], [1.20, 3.86, 2.61], [0.98, 2.13, 1.02], [0.74, 5.40, 1.58], [1.60, 6.48, 1.39], [2.80, 6.50, 1.95], [1.21, 7.58, 0.64], [2.02, 8.61, 0.46], [-0.06, 7.60, 0.08], [-0.44, 8.64, -0.63], [-0.94, 6.54, 0.27], [-2.15, 6.58, -0.27], [-0.52, 5.46, 1.02], [-1.38, 4.44, 1.19], [-0.07, 3.63, 4.03], [-1.11, 2.73, 4.16], [-1.41, 1.85, 3.17], [-1.92, 2.70, 5.27], [-2.89, 1.80, 5.37], [-1.71, 3.61, 6.29], [-2.48, 3.59, 7.36], [-0.70, 4.55, 6.19], [-0.51, 5.43, 7.15], [0.10, 4.55, 5.06], [1.06, 5.46, 4.94], [-2.27, 1.42, 0.35], [-2.72, 2.02, 1.14], [-3.00, 0.64, 0.11], [-2.12, 2.06, -0.52]]}

x | {"formula": "C29H20F15GeN4O5STa", "method": "ωB97M-V/def2-TZVPD", "homo_lumo_gap_ev": 6.36, "e_homo_ha": -0.516, "charge": 2, "spin_multiplicity": 1, "species": ["Ta", "C", "O", "C", "O", "N", "N", "H", "H", "H", "H", "H", "H", "C", "C", "C", "C", "C", "C", "O", "N", "C", "O", "N", "C", "O", "H", "H", "H", "H", "H", "H", "H", "H", "H", "H", "H", "F", "C", "C", "C", "F", "C", "F", "C", "F", "C", "F", "Ge", "S", "C", "C", "F", "C", "F", "C", "F", "C", "F", "C", "F", "C", "C", "F", "C", "F", "C", "F", "C", "F", "C", "F", "C", "H", "H", "H"], "xyz": [[0.80, -0.67, -1.32], [4.80, 2.34, -3.35], [4.21, 1.13, -2.80], [2.94, 1.03, -2.66], [2.50, -0.08, -2.19], [2.09, 2.01, -3.01], [0.73, 1.78, -2.78], [5.87, 2.17, -3.31], [4.54, 3.19, -2.71], [4.48, 2.47, -4.38], [2.40, 2.88, -3.43], [0.26, 1.64, -3.68], [0.35, 2.59, -2.29], [-2.61, 1.47, -4.94], [-3.06, 0.03, -4.79], [-2.90, -0.54, -3.37], [-3.38, -2.03, -3.34], [-3.41, -2.70, -1.98], [-3.79, 0.24, -2.40], [-4.91, 0.55, -2.68], [-3.27, 0.59, -1.14], [-2.00, 0.37, -0.72], [-1.51, 0.75, 0.33], [-1.17, -0.33, -1.61], [-1.47, -0.54, -2.94], [-0.49, -0.76, -3.64], [-2.79, 1.83, -5.95], [-1.53, 1.58, -4.76], [-3.15, 2.13, -4.26], [-2.50, -0.62, -5.47], [-4.11, -0.06, -5.05], [-2.74, -2.57, -4.04], [-4.39, -2.00, -3.77], [-2.43, -2.76, -1.51], [-3.78, -3.72, -2.09], [-4.10, -2.20, -1.29], [-3.88, 1.12, -0.53], [-0.89, 0.35, 4.70], [-1.48, -0.54, 3.90], [-0.83, -0.94, 2.75], [-1.46, -1.88, 1.96], [-0.90, -2.30, 0.78], [-2.70, -2.40, 2.28], [-3.30, -3.28, 1.48], [-3.34, -1.98, 3.44], [-4.52, -2.46, 3.76], [-2.73, -1.04, 4.26], [-3.32, -0.63, 5.37], [0.97, -0.28, 2.53], [1.99, -1.09, 0.65], [2.14, -1.02, 3.87], [1.80, -2.13, 4.64], [0.60, -2.71, 4.51], [2.67, -2.66, 5.58], [2.32, -3.70, 6.31], [3.93, -2.09, 5.75], [4.77, -2.59, 6.63], [4.31, -1.00, 4.97], [5.51, -0.47, 5.12], [3.41, -0.50, 4.05], [3.81, 0.53, 3.28], [1.17, 1.66, 2.38], [1.21, 2.35, 1.19], [0.95, 1.74, -0.02], [1.49, 3.70, 1.09], [1.52, 4.29, -0.11], [1.74, 4.42, 2.25], [2.01, 5.71, 2.18], [1.70, 3.78, 3.47], [1.94, 4.45, 4.58], [1.42, 2.42, 3.52], [1.40, 1.84, 4.72], [0.99, -2.72, -1.93], [0.38, -3.35, -1.27], [2.04, -3.01, -1.81], [0.68, -2.83, -2.97]]}

On energetic grounds, w is preferred over the next structure by 9.0 kcal/mol.

w | {"formula": "C4H6N2S", "method": "ωB97M-V/def2-TZVPD", "homo_lumo_gap_ev": 9.87, "smiles": "N#[N+][S-].C=C1CC1", "e_homo_ha": -0.333, "spin_multiplicity": 1, "species": ["C", "C", "C", "C", "N", "N", "S", "H", "H", "H", "H", "H", "H"], "xyz": [[0.88, -0.07, 0.99], [1.01, 1.27, 0.17], [0.69, -0.79, -1.54], [0.63, -0.03, -0.46], [-3.69, -0.13, 1.34], [-3.07, -0.50, 0.48], [-2.13, -1.04, -0.58], [1.90, -0.37, 1.28], [0.25, -0.13, 1.99], [0.31, 2.18, 0.38], [1.94, 1.65, -0.04], [0.74, -0.21, -2.48], [0.54, -1.83, -1.53]]}

x | {"formula": "C4H6N2S", "method": "ωB97M-V/def2-TZVPD", "homo_lumo_gap_ev": 9.35, "smiles": "C1=NSC[C@@H]2N[C@@H]12", "e_homo_ha": -0.315, "spin_multiplicity": 1, "species": ["C", "C", "C", "C", "H", "H", "H", "H", "H", "H", "N", "N", "S"], "xyz": [[1.43, 0.28, 0.08], [-1.63, -0.34, -0.07], [-0.84, 0.51, 0.91], [0.27, 1.20, 0.20], [2.25, 0.74, -0.41], [1.84, -0.06, 1.00], [-2.69, -0.42, -0.28], [-0.51, -0.06, 1.74], [-0.15, 1.90, 2.17], [0.07, 1.65, -0.81], [-0.85, -1.19, -0.75], [-0.55, 1.89, 1.17], [0.85, -1.16, -0.82]]}

On energetic grounds, x is preferred over the next structure by 6.0 kcal/mol.

w | {"formula": "C4H6N2S", "method": "ωB97M-V/def2-TZVPD", "homo_lumo_gap_ev": 9.09, "smiles": "N#C[C@@H]1NC[C@H]1S", "e_homo_ha": -0.333, "spin_multiplicity": 1, "species": ["C", "C", "C", "C", "H", "H", "H", "H", "H", "H", "N", "N", "S"], "xyz": [[-0.43, -0.37, 0.55], [-0.54, 1.15, 0.41], [0.53, -0.42, -0.64], [1.96, -0.57, -0.24], [-1.99, -2.07, 0.61], [-0.32, -1.08, 1.44], [-0.16, 1.74, 1.33], [-1.60, 1.43, 0.35], [0.80, 1.93, -1.33], [0.49, -1.26, -1.50], [0.19, 1.01, -0.75], [3.11, -0.75, 0.10], [-2.04, -0.72, -0.34]]}

x | {"formula": "C4H6N2S", "method": "ωB97M-V/def2-TZVPD", "homo_lumo_gap_ev": 7.49, "e_homo_ha": -0.314, "spin_multiplicity": 1, "species": ["C", "C", "C", "C", "H", "H", "H", "H", "H", "H", "N", "N", "S"], "xyz": [[-2.82, -0.79, 0.06], [-1.78, 0.28, 0.02], [-0.37, 0.12, -0.09], [1.56, -1.24, 0.00], [-3.86, -0.53, -0.07], [-2.65, -2.07, 0.07], [-2.10, 1.58, 0.21], [-0.51, -1.77, -0.06], [1.58, -2.28, -0.26], [2.29, 0.31, 0.42], [0.14, -1.07, -0.02], [2.58, -0.59, 0.05], [0.42, 1.63, -0.03]]}

On energetic grounds, x is preferred over the next structure by 20.5 kcal/mol.